Entry 1:
45
Properties=species:S:1:pos:R:3 method="wB97M-V/def2-TZVPD" s_squared=6.031 total_charge=-2 energy_ha=-2821.2450 multiplicity=5 lumo_energy_ev="4.0 / 4.0" homo_ev="-0.4369 / -0.9056"
C -1.84 1.25 -1.40
C -0.90 2.32 -1.42
C -0.82 2.86 -0.12
C -0.14 2.82 -2.59
C -1.73 2.15 0.71
C -2.36 1.15 -0.08
C -3.39 0.20 0.37
C -2.25 0.41 -2.53
C 0.08 3.95 0.31
C -1.98 2.43 2.14
Ru 0.87 -0.84 -0.17
Cl 2.03 1.02 0.17
Cl 1.19 -0.63 -2.44
Cl -0.06 -0.58 1.99
H -0.30 2.18 -3.46
H 0.93 2.85 -2.37
H -0.45 3.85 -2.85
H 1.08 3.83 -0.13
H 0.18 3.96 1.40
H -0.31 4.93 -0.01
H -1.04 2.70 2.64
H -2.39 1.54 2.63
H -2.69 3.26 2.26
H -3.39 0.10 1.46
H -3.18 -0.79 -0.06
H -4.39 0.50 0.04
H -1.42 0.32 -3.25
H -3.12 0.83 -3.05
H -2.49 -0.60 -2.19
O -0.90 -1.69 -0.66
H -1.07 -2.41 -0.03
Cl 5.03 -7.49 2.82
C 4.57 -6.00 2.08
C 5.54 -5.24 1.40
C 5.16 -4.05 0.77
C 3.83 -3.62 0.83
C 2.88 -4.38 1.52
C 3.23 -5.58 2.15
C 3.39 -2.35 0.13
O 4.10 -1.66 -0.57
O 2.11 -2.14 0.45
H 6.57 -5.59 1.37
H 5.90 -3.45 0.23
H 1.85 -4.02 1.58
H 2.49 -6.18 2.66

---

Entry 2:
44
Properties=species:S:1:pos:R:3 method="wB97M-V/def2-TZVPD" de_lowest_ev=0.000 total_charge=0 smiles="CN(Cc1ccccc1F)c1ccc(S(=O)(=O)N2CCCC2)cn1" energy_ha=-1472.5945 multiplicity=1 lumo_energy_ev=0.6 homo_ev=-8.5013
C -2.22 -3.30 -0.92
N -1.88 -2.32 0.08
C -2.91 -1.53 0.72
C -2.80 -0.06 0.38
C -2.31 0.38 -0.84
C -2.18 1.73 -1.12
C -2.57 2.67 -0.18
C -3.08 2.26 1.04
C -3.19 0.90 1.29
F -3.70 0.51 2.48
C -0.60 -1.98 0.33
C 0.50 -2.56 -0.34
C 1.76 -2.07 -0.08
C 1.91 -1.05 0.86
S 3.51 -0.30 1.11
O 4.50 -1.17 0.56
O 3.61 0.11 2.48
N 3.53 1.10 0.19
C 3.34 0.92 -1.23
C 1.85 1.21 -1.49
C 1.42 2.10 -0.32
C 2.65 2.16 0.61
C 0.79 -0.61 1.54
N -0.42 -1.05 1.28
H -3.30 -3.43 -0.94
H -1.89 -2.99 -1.92
H -1.76 -4.26 -0.69
H -3.89 -1.91 0.42
H -2.82 -1.63 1.81
H -2.00 -0.35 -1.58
H -1.79 2.05 -2.07
H -2.47 3.72 -0.39
H -3.39 2.97 1.79
H 0.36 -3.35 -1.06
H 2.63 -2.45 -0.58
H 3.97 1.64 -1.75
H 3.65 -0.09 -1.50
H 1.28 0.28 -1.50
H 1.72 1.70 -2.45
H 0.56 1.67 0.20
H 1.14 3.10 -0.65
H 3.18 3.11 0.48
H 2.42 2.03 1.66
H 0.88 0.12 2.32

---

Entry 3:
47
Properties=species:S:1:pos:R:3 method="wB97M-V/def2-TZVPD" de_lowest_ev=2.237 s_squared=9.176 total_charge=+1 energy_ha=-2667.1972 multiplicity=6 lumo_energy_ev="-4.5 / -4.1" homo_ev="-8.9877 / -11.1342"
Mn 0.44 -0.77 0.19
C -2.85 0.68 3.53
C -1.65 1.61 3.92
N -0.91 2.07 2.75
C -0.23 1.25 1.96
S 0.26 -0.29 2.53
N 0.10 1.78 0.74
N 1.07 1.06 0.12
C 1.92 1.53 -0.81
C 2.07 3.01 -0.97
C 2.93 0.62 -1.37
C 4.19 1.08 -1.62
C 5.09 0.34 -2.46
C 4.88 -1.06 -2.58
C 3.59 -1.48 -2.43
N 2.57 -0.66 -1.91
H -3.44 0.52 4.43
H -2.42 -0.27 3.20
H -3.35 1.19 2.70
H -0.99 1.03 4.56
H -1.96 2.48 4.48
H -1.20 2.93 2.31
H 1.20 3.48 -0.49
H 2.11 3.23 -2.05
H 3.00 3.39 -0.47
H 4.51 2.01 -1.14
H 5.96 0.79 -2.94
H 5.67 -1.78 -2.73
H 3.21 -2.43 -2.82
N 0.72 -2.04 -2.46
C 1.23 -1.14 -1.75
H -0.30 -2.12 -2.40
N -6.92 -0.89 -0.46
C -5.73 -0.93 -0.42
C -4.33 -1.00 -0.40
C -3.60 -2.18 -0.12
C -2.22 -2.10 -0.05
N -1.60 -0.96 -0.36
C -2.25 0.19 -0.73
C -3.65 0.18 -0.81
H -4.04 -3.11 0.15
H -1.59 -2.95 0.20
H -1.62 1.05 -1.05
H -4.27 1.05 -1.01
O 1.36 -3.11 0.26
H 1.61 -3.82 -0.37
H 1.46 -3.48 1.15

---

Entry 4:
42
Properties=species:S:1:pos:R:3 method="wB97M-V/def2-TZVPD" de_lowest_ev=0.448 total_charge=0 smiles="CCCNC(=O)OCc1cccnc1Sc1ccc(C)cc1" energy_ha=-1318.0131 multiplicity=1 lumo_energy_ev=0.7 homo_ev=-8.1002
C -2.42 -3.27 -1.34
C -2.25 -1.80 -0.96
C -3.57 -1.20 -0.46
N -3.44 0.20 -0.15
C -2.97 0.60 1.05
O -2.87 -0.08 2.04
O -2.64 1.92 1.00
C -2.00 2.43 2.15
C -0.72 1.70 2.46
C -0.36 1.42 3.77
C 0.83 0.75 4.04
C 1.62 0.38 2.96
N 1.29 0.63 1.71
C 0.16 1.27 1.46
S -0.20 1.59 -0.24
C 1.26 0.94 -1.03
C 1.56 -0.41 -0.94
C 2.69 -0.90 -1.58
C 3.51 -0.06 -2.32
C 4.74 -0.60 -2.99
C 3.18 1.29 -2.41
C 2.07 1.79 -1.77
H -2.76 -3.85 -0.49
H -1.47 -3.68 -1.68
H -3.14 -3.38 -2.14
H -1.52 -1.71 -0.16
H -1.89 -1.23 -1.82
H -4.35 -1.32 -1.22
H -3.89 -1.71 0.45
H -3.29 0.84 -0.91
H -1.79 3.48 1.92
H -2.67 2.37 3.02
H -1.01 1.72 4.58
H 1.13 0.52 5.05
H 2.55 -0.15 3.09
H 0.92 -1.07 -0.37
H 2.92 -1.95 -1.50
H 5.52 -0.76 -2.25
H 4.52 -1.56 -3.46
H 5.11 0.08 -3.74
H 3.81 1.95 -2.98
H 1.82 2.84 -1.83

---

Entry 5:
43
Properties=species:S:1:pos:R:3 method="wB97M-V/def2-TZVPD" de_lowest_ev=1.289 total_charge=0 smiles="CCNC(=O)CN(Cc1ccccc1)S(=O)(=O)c1ccccc1" energy_ha=-1393.2282 multiplicity=1 lumo_energy_ev=0.7 homo_ev=-9.1989
C 0.70 -1.18 3.20
C 1.75 -0.21 2.69
N 1.63 -0.01 1.26
C 1.17 1.13 0.73
O 1.04 2.17 1.35
C 0.95 1.09 -0.79
N -0.11 0.21 -1.23
C 0.20 -0.99 -1.98
C 0.82 -2.07 -1.13
C 2.18 -2.35 -1.19
C 2.74 -3.31 -0.37
C 1.93 -4.01 0.52
C 0.58 -3.75 0.58
C 0.02 -2.78 -0.24
S -1.54 0.27 -0.37
O -1.30 0.13 1.04
O -2.43 -0.68 -0.99
C -2.09 1.93 -0.73
C -1.78 2.97 0.12
C -2.19 4.25 -0.21
C -2.92 4.47 -1.38
C -3.23 3.41 -2.22
C -2.81 2.13 -1.90
H -0.28 -0.86 2.87
H 0.89 -2.18 2.82
H 0.72 -1.21 4.29
H 1.62 0.78 3.14
H 2.76 -0.57 2.91
H 1.59 -0.85 0.70
H 1.88 0.80 -1.27
H 0.71 2.12 -1.10
H -0.75 -1.33 -2.38
H 0.86 -0.72 -2.81
H 2.81 -1.81 -1.88
H 3.80 -3.52 -0.42
H 2.37 -4.77 1.16
H -0.05 -4.30 1.26
H -1.04 -2.56 -0.20
H -1.20 2.77 1.01
H -1.95 5.08 0.44
H -3.24 5.47 -1.63
H -3.79 3.58 -3.12
H -3.04 1.28 -2.52

---

Entry 6:
43
Properties=species:S:1:pos:R:3 method="wB97M-V/def2-TZVPD" de_lowest_ev=0.818 total_charge=0 smiles="CCn1c(=O)cc(SCC(=O)N2CCOCC2)c2ccccc21" energy_ha=-1393.2456 multiplicity=1 lumo_energy_ev=0.2 homo_ev=-8.3266
C 2.66 2.51 -0.29
C 2.68 1.86 1.09
N 1.69 0.80 1.20
C 0.49 1.15 1.81
O 0.32 2.28 2.23
C -0.50 0.11 1.93
C -0.31 -1.12 1.39
S -1.57 -2.37 1.41
C -3.15 -1.45 1.39
C -3.19 -0.08 0.74
O -3.67 0.85 1.37
N -2.78 0.07 -0.54
C -2.24 -0.94 -1.43
C -0.94 -0.39 -2.05
O -0.38 0.62 -1.25
C -1.20 1.78 -1.19
C -2.69 1.40 -1.09
C 0.93 -1.45 0.76
C 1.18 -2.72 0.22
C 2.38 -3.01 -0.38
C 3.36 -2.03 -0.47
C 3.14 -0.77 0.05
C 1.92 -0.45 0.68
H 1.69 2.97 -0.46
H 2.83 1.78 -1.07
H 3.43 3.28 -0.34
H 3.66 1.47 1.34
H 2.40 2.61 1.84
H -1.41 0.40 2.43
H -3.48 -1.32 2.43
H -3.84 -2.13 0.89
H -2.97 -1.15 -2.22
H -2.04 -1.86 -0.88
H -0.18 -1.17 -2.12
H -1.13 0.00 -3.06
H -0.88 2.31 -0.29
H -1.02 2.41 -2.07
H -3.16 1.40 -2.08
H -3.22 2.09 -0.44
H 0.41 -3.47 0.30
H 2.56 -3.99 -0.79
H 4.30 -2.24 -0.94
H 3.92 -0.04 -0.04